1.
14
Properties=species:S:1:pos:R:3:lowdin_charge:R:1 method="wB97M-V/def2-TZVPD" orbital_gap_ha=0.2794 homo_ev=-8.327 e_lumo_ev=-0.724 e_above_lowest_kcal_mol=187.5
C 1.802 0.778 0.928 -0.101
C -0.254 0.059 -0.263 -0.419
C -1.176 0.160 -1.403 -0.135
H 1.293 0.328 1.911 0.069
H 2.720 0.241 0.931 0.062
H 1.990 1.998 1.208 0.160
H 0.303 1.323 -1.971 0.257
H -2.043 -0.647 -1.348 0.168
H -1.796 -1.848 2.386 -0.012
N 0.927 0.766 -0.148 -0.263
N -0.799 -0.914 0.285 -0.389
O 1.431 1.219 -1.326 -0.085
O -1.433 1.198 -2.118 0.002
S -0.348 -1.605 1.744 0.688

2.
40
Properties=species:S:1:pos:R:3:lowdin_charge:R:1 method="wB97M-V/def2-TZVPD" orbital_gap_ha=0.2779 charge=+4 homo_ev=-22.939 e_lumo_ev=-15.378 e_above_lowest_kcal_mol=0.0
Zr 0.398 0.295 -0.006 1.755
C -1.749 0.130 2.077 -0.042
C -2.381 0.852 0.901 -0.027
O -1.293 1.522 0.092 -0.312
C -0.924 2.941 0.444 -0.036
C 0.328 3.263 -0.352 -0.016
O 1.340 2.153 -0.135 -0.316
C 2.402 2.344 0.915 -0.036
C 3.075 0.994 1.090 -0.015
O 2.005 -0.068 1.274 -0.317
C 1.535 -0.376 2.665 -0.044
C 0.351 -1.314 2.511 -0.017
O -0.633 -0.713 1.515 -0.313
H -2.478 -0.527 2.554 0.177
H -1.314 0.805 2.816 0.152
H -3.092 1.607 1.241 0.176
H -2.878 0.176 0.208 0.161
H -0.778 2.989 1.524 0.153
H -1.743 3.597 0.143 0.178
H 0.766 4.211 -0.040 0.176
H 0.147 3.279 -1.425 0.164
H 1.916 2.716 1.817 0.154
H 3.129 3.071 0.548 0.178
H 3.736 0.985 1.957 0.176
H 3.631 0.684 0.206 0.165
H 1.285 0.564 3.159 0.153
H 2.340 -0.880 3.203 0.179
H -0.163 -1.470 3.460 0.174
H 0.640 -2.273 2.085 0.161
C -1.820 -3.965 -3.241 0.025
N -1.037 -2.986 -2.443 0.012
C -0.271 -2.088 -2.999 -0.677
N -0.137 -1.961 -4.299 0.199
S 0.754 -0.906 -2.095 0.701
H -2.405 -4.563 -2.550 0.116
H -1.145 -4.619 -3.795 0.122
H -2.494 -3.429 -3.908 0.117
H -0.901 -3.194 -1.465 0.149
H -0.561 -2.622 -4.942 0.155
H 0.420 -1.226 -4.716 0.142

3.
79
Properties=species:S:1:pos:R:3:lowdin_charge:R:1 method="wB97M-V/def2-TZVPD" orbital_gap_ha="0.2060 / 0.2016" charge=+2 homo_ev="-12.666 / -13.171" e_lumo_ev="-7.061 / -7.685" multiplicity=5
Pd -0.038 0.661 1.131 0.389
C -1.839 6.114 0.927 0.013
C -0.636 5.435 1.460 -0.317
N 0.322 5.990 2.124 0.153
N 1.184 4.967 2.404 0.051
C 0.790 3.787 1.932 -0.726
S 1.600 2.313 2.065 0.676
N -0.391 4.077 1.318 -0.074
N -1.182 3.138 0.670 0.099
H -1.733 7.184 1.084 0.098
H -2.738 5.773 1.441 0.095
H -1.956 5.922 -0.141 0.083
H 2.021 5.143 2.936 0.167
H -1.275 3.394 -0.308 0.087
H -2.085 3.086 1.129 0.087
C 0.691 -0.370 -2.232 -0.343
C -0.732 -0.896 -2.015 -0.346
P -0.841 -2.293 -0.829 1.060
C -1.207 -3.774 -1.767 -0.374
C -0.178 -4.594 -2.232 -0.072
C -0.481 -5.711 -2.994 -0.042
C -1.805 -6.013 -3.287 -0.037
C -2.830 -5.191 -2.837 -0.046
C -2.532 -4.068 -2.082 -0.089
C 0.495 -1.670 1.453 -0.086
C -0.581 -1.364 2.091 -0.339
C -2.170 -3.906 1.549 -0.010
C -0.932 -4.441 1.401 -0.226
C 0.302 -4.020 0.882 -0.084
C 0.560 -2.645 0.297 -0.411
P 1.215 0.754 -0.860 0.964
C 2.981 0.417 -0.711 -0.387
C 3.837 0.708 -1.775 -0.081
C 5.187 0.415 -1.673 -0.052
C 5.688 -0.163 -0.513 -0.051
C 4.843 -0.444 0.550 -0.056
C 3.490 -0.149 0.455 -0.123
C 1.061 2.410 -1.587 -0.378
C 1.919 3.434 -1.188 -0.110
C 1.721 4.728 -1.649 -0.054
C 0.666 5.013 -2.506 -0.060
C -0.187 3.995 -2.917 -0.071
C 0.012 2.699 -2.461 -0.114
H 0.768 0.154 -3.185 0.096
H 1.408 -1.192 -2.266 0.085
H -1.167 -1.308 -2.928 0.101
H -1.376 -0.097 -1.639 0.055
H 0.857 -4.374 -1.997 0.113
H 0.314 -6.346 -3.358 0.120
H -2.040 -6.891 -3.872 0.122
H -3.858 -5.422 -3.076 0.120
H -3.342 -3.421 -1.760 0.097
H -2.616 -0.667 0.510 0.023
H -3.558 -2.350 0.293 0.060
H -0.928 -5.461 1.802 0.125
H 1.144 -4.694 0.947 0.121
H 1.532 -2.607 -0.201 0.115
H 3.454 1.170 -2.677 0.117
H 5.851 0.645 -2.495 0.117
H 6.743 -0.388 -0.437 0.117
H 5.238 -0.881 1.458 0.115
H 2.831 -0.348 1.293 0.067
H 2.742 3.220 -0.519 0.097
H 2.399 5.515 -1.346 0.118
H 0.520 6.021 -2.871 0.116
H -0.996 4.207 -3.604 0.115
H -0.662 1.919 -2.798 0.099
Cl 0.687 -0.560 4.358 0.769
C -0.867 -0.911 3.507 -0.747
C -1.595 -1.923 4.380 -0.085
C -2.880 -2.264 4.422 -0.072
C -3.956 -1.844 3.520 -0.144
C -3.822 -1.398 2.288 -0.081
Cl -2.496 -1.946 0.999 0.755
C -1.522 0.403 3.323 -0.270
N -1.964 1.409 2.984 0.217
H -0.928 -2.401 5.085 0.104
H -3.174 -2.937 5.218 0.127
H -4.973 -1.875 3.909 0.131

4.
21
Properties=species:S:1:pos:R:3:lowdin_charge:R:1 method="wB97M-V/def2-TZVPD" orbital_gap_ha=0.3770 smiles=NCCCCCN homo_ev=-9.309 e_lumo_ev=0.950 e_above_lowest_kcal_mol=45.1
N 2.315 -0.482 1.568 -0.020
C 1.824 -0.877 0.186 -0.269
C 0.372 -1.368 0.213 -0.194
C -0.716 -0.304 0.751 -0.223
C -0.813 1.195 0.252 -0.193
C -0.835 1.360 -1.290 -0.305
N -1.744 0.503 -2.072 -0.032
H 1.795 0.370 1.899 0.058
H 2.183 -1.235 2.271 0.072
H 1.960 -0.155 -0.583 0.089
H 2.532 -1.562 -0.083 0.065
H -0.043 -1.526 -0.877 0.123
H 0.386 -2.310 0.736 0.088
H -0.377 -0.171 1.864 0.107
H -1.740 -0.789 0.732 0.105
H 0.150 1.682 0.670 0.117
H -1.674 1.655 0.772 0.104
H 0.159 1.257 -1.813 0.113
H -1.188 2.316 -1.627 0.087
H -2.787 0.744 -2.097 0.099
H -1.760 -0.306 -1.470 0.011

5.
40
Properties=species:S:1:pos:R:3:lowdin_charge:R:1 method="wB97M-V/def2-TZVPD" orbital_gap_ha=0.2298 charge=+1 homo_ev=-9.765 e_lumo_ev=-3.513 e_above_lowest_kcal_mol=0.0
Lu 5.921 9.681 7.075 0.682
C 7.447 15.038 8.882 -0.067
N 6.610 13.854 9.059 -0.154
C 5.857 13.692 10.364 -0.007
C 6.325 12.953 8.024 -0.364
N 5.842 11.735 8.257 0.016
N 6.628 13.364 6.754 0.154
C 6.769 12.622 5.589 -0.439
N 6.989 13.361 4.450 0.175
N 6.638 11.315 5.626 -0.050
H 7.964 15.296 9.841 0.106
H 6.900 15.868 8.377 0.099
H 8.339 14.778 8.221 0.105
H 6.260 14.488 11.070 0.114
H 6.088 12.699 10.808 0.087
H 4.790 13.756 10.190 0.093
H 5.628 11.690 9.218 0.004
H 6.651 14.341 6.615 0.126
H 7.388 14.275 4.626 0.112
H 7.415 12.838 3.693 0.124
H 6.855 10.915 4.717 0.065
Se 4.928 8.461 9.390 0.014
Se 4.913 7.007 7.476 -0.040
Se 4.113 8.093 5.223 0.008
Se 3.535 10.310 5.899 -0.056
C 8.605 5.761 7.920 -0.029
N 8.492 7.147 8.395 -0.110
C 8.422 7.554 9.854 -0.110
C 8.540 9.030 9.759 -0.176
N 8.194 9.349 8.373 -0.085
C 8.327 8.212 7.601 -0.863
S 8.114 8.324 5.915 0.615
H 7.661 5.212 7.650 0.097
H 9.149 5.175 8.678 0.099
H 9.223 5.812 7.018 0.081
H 9.176 6.981 10.425 0.141
H 7.409 7.318 10.206 0.068
H 9.549 9.364 10.098 0.139
H 7.796 9.545 10.402 0.111
H 8.473 10.211 7.928 0.116

6.
85
Properties=species:S:1:pos:R:3:lowdin_charge:R:1 method="wB97M-V/def2-TZVPD" orbital_gap_ha="0.2455 / 0.2434" charge=+1 homo_ev="-11.307 / -11.516" e_lumo_ev="-4.627 / -4.893" e_above_lowest_kcal_mol=33.3 multiplicity=2
Ir 0.208 -0.279 0.628 1.096
C 3.823 -1.649 1.346 0.024
C 3.558 -0.316 0.749 -0.330
N 2.367 0.200 0.480 0.026
C 2.568 1.431 -0.089 -0.151
C 3.904 1.673 -0.164 -0.043
N 4.503 0.563 0.373 0.218
C 4.759 2.820 -0.587 -0.473
O 4.148 3.861 -1.099 0.167
O 5.949 2.728 -0.431 0.133
C 1.396 2.201 -0.524 -0.556
O 1.520 3.292 -1.050 0.115
O 0.265 1.595 -0.305 -0.270
H 2.882 -2.181 1.466 0.058
H 4.307 -1.550 2.319 0.098
H 4.478 -2.232 0.699 0.093
H 5.509 0.476 0.432 0.188
H 3.160 3.747 -1.146 0.086
F -7.004 -0.734 2.595 0.159
C -5.866 -0.524 1.954 -0.124
C -5.230 0.702 2.054 -0.140
F -5.739 1.654 2.831 0.140
C -4.051 0.917 1.368 -0.256
F -3.466 2.110 1.497 0.095
C -3.456 -0.075 0.589 -0.507
S -1.989 0.235 -0.321 0.784
C -4.122 -1.297 0.513 -0.269
F -3.601 -2.291 -0.200 0.105
C -5.309 -1.528 1.182 -0.146
F -5.905 -2.714 1.108 0.143
N 0.319 -2.102 0.139 -0.026
C 0.941 -2.898 -0.623 -0.269
C 1.888 -2.342 -1.632 -0.194
C 3.103 -2.975 -1.887 -0.046
C 3.965 -2.452 -2.841 -0.054
C 3.616 -1.306 -3.545 -0.055
C 2.415 -0.663 -3.278 -0.050
C 1.558 -1.174 -2.316 -0.042
C 0.746 -4.363 -0.490 -0.170
C 0.334 -4.879 0.739 -0.024
C 0.133 -6.239 0.892 -0.059
C 0.325 -7.091 -0.190 -0.058
C 0.719 -6.580 -1.418 -0.054
C 0.927 -5.218 -1.573 -0.021
H 3.380 -3.861 -1.331 0.124
H 4.903 -2.952 -3.045 0.114
H 4.286 -0.911 -4.298 0.114
H 2.138 0.225 -3.832 0.119
H 0.611 -0.678 -2.118 0.097
H 0.188 -4.198 1.570 0.095
H -0.178 -6.637 1.848 0.111
H 0.149 -8.153 -0.078 0.113
H 0.849 -7.243 -2.263 0.113
H 1.200 -4.820 -2.542 0.122
C 2.283 0.306 3.909 -0.084
C 0.944 -0.420 4.066 -0.475
C 1.144 -1.937 3.914 -0.097
P -0.306 0.109 2.829 0.970
C -0.632 1.917 2.902 -0.501
C -1.347 2.388 4.169 -0.080
C 0.611 2.778 2.630 -0.086
C -1.877 -0.695 3.352 -0.486
C -2.030 -0.834 4.870 -0.080
C -2.110 -2.044 2.656 -0.105
H 3.038 -0.203 4.511 0.092
H 2.232 1.335 4.253 0.071
H 2.613 0.305 2.876 0.042
H 0.524 -0.201 5.049 0.115
H 1.392 -2.195 2.883 0.038
H 0.254 -2.496 4.195 0.057
H 1.957 -2.269 4.561 0.095
H -1.302 2.047 2.048 0.076
H -0.762 2.188 5.069 0.086
H -2.334 1.941 4.278 0.072
H -1.490 3.467 4.096 0.098
H 1.160 2.985 3.547 0.079
H 0.299 3.733 2.206 0.105
H 1.292 2.311 1.925 0.038
H -2.639 -0.002 2.991 0.079
H -1.437 -1.659 5.265 0.079
H -3.074 -1.047 5.101 0.098
H -1.758 0.072 5.409 0.063
H -1.476 -2.827 3.073 0.069
H -1.909 -1.987 1.590 0.015
H -3.146 -2.354 2.797 0.094

How do the records compare in molecular weight? In the order shown, they have 134.16 357.59 795.02 102.18 736.16 900.93 g/mol.
How do the records compare in total energy? In the order shown, they have -775.84128 -1248.34918 -3755.24298 -308.35120 -11938.95235 -3125.46984 hartree.
How do the records compare in strongest force on any atom? In the order shown, they have 6.99 2.66 2.39 3.84 2.67 3.48 eV Å⁻¹.